# 1
{"formula": "BrFeH6O3", "method": "the ωB97M-V functional and the def2-TZVPD basis", "elements": ["Fe", "Br", "O", "H", "H", "O", "H", "H", "O", "H", "H"], "positions_angstrom": [[-24.25887, 4.92531, -19.99286], [-26.64786, 4.44610, -19.33536], [-27.92190, 5.80979, -22.31291], [-28.62945, 6.38192, -22.61003], [-27.64700, 6.18314, -21.47549], [-24.63563, 6.85071, -19.49275], [-25.48782, 7.17923, -19.20625], [-24.07209, 7.62434, -19.50537], [-29.92836, 3.87667, -19.04440], [-28.98059, 4.01007, -19.05750], [-30.27945, 4.59791, -19.56669]], "forces_ev_per_a": [[-1.9, -0.5, 0.5], [2.2, 0.3, -0.6], [0.3, -0.2, 0.1], [-0.3, 0.1, -0.2], [-0.1, 0.1, 0.2], [0.0, -0.1, 0.0], [-0.8, -0.1, 0.3], [0.8, 0.4, -0.2], [0.0, -0.2, 0.2], [-0.1, -0.1, 0.0], [-0.2, 0.2, -0.2]], "mulliken_charge": [0.4324, 0.1903, -0.5775, 0.3261, 0.2694, -0.3301, 0.3281, 0.3278, -0.5267, 0.2360, 0.3242], "lumo_ev": [-4.44, -9.26], "mol_weight_g_mol": 189.794, "fmax_ev_per_a": 2.2, "gap_ev": [8.932, 4.968], "multiplicity": 7, "charge": 1}

=====

# 2
{"formula": "BrH10O5", "method": "the ωB97M-V functional and the def2-TZVPD basis", "elements": ["Br", "O", "H", "H", "O", "H", "H", "O", "H", "H", "O", "H", "H", "O", "H", "H"], "positions_angstrom": [[-0.11687, 0.44295, 0.26888], [0.54144, -1.80565, -2.33138], [0.30008, -1.08738, -1.70980], [0.63562, -2.57757, -1.76698], [1.47907, -1.87163, 2.19716], [1.26221, -0.95951, 1.92524], [1.61011, -2.32525, 1.36046], [-0.26914, 1.73930, 3.41724], [0.01167, 0.87870, 3.74453], [-0.92991, 1.52746, 2.73861], [-2.68604, -0.93718, -1.48706], [-1.93685, -0.52905, -0.99467], [-2.64052, -0.53585, -2.35992], [1.05289, 2.72637, -2.03983], [1.20344, 1.99310, -1.41834], [0.48280, 3.32119, -1.54414]], "forces_ev_per_a": [[0.0, 0.0, -0.1], [0.0, 0.3, 0.1], [0.1, -0.3, -0.1], [-0.1, 0.0, 0.0], [0.2, 0.2, 0.2], [-0.1, -0.3, -0.1], [-0.1, 0.1, -0.1], [-0.4, 0.0, 0.3], [0.0, 0.0, -0.1], [0.5, 0.0, -0.1], [0.2, 0.2, 0.2], [-0.4, -0.2, -0.2], [0.1, 0.0, 0.0], [0.3, 0.0, 0.0], [-0.3, 0.1, -0.1], [0.0, -0.1, 0.1]], "mulliken_charge": [-0.8397, -0.6238, 0.2738, 0.3000, -0.6317, 0.3014, 0.3000, -0.6370, 0.3042, 0.2898, -0.6198, 0.2799, 0.3170, -0.6338, 0.3129, 0.3069], "relative_energy_ev": 0.175, "lumo_ev": 3.63, "mol_weight_g_mol": 169.979, "fmax_ev_per_a": 0.5, "gap_ev": 9.158, "charge": -1}

=====

# 3
{"formula": "BrH12O6", "method": "the ωB97M-V functional and the def2-TZVPD basis", "elements": ["Br", "O", "H", "H", "O", "H", "H", "O", "H", "H", "O", "H", "H", "O", "H", "H", "O", "H", "H"], "positions_angstrom": [[-10.18602, -26.92493, -15.89700], [-8.93179, -30.23688, -15.48231], [-9.14983, -29.41190, -15.04862], [-8.96554, -30.03292, -16.41692], [-6.69156, -26.87308, -15.57202], [-6.16500, -26.87165, -16.37138], [-7.59518, -26.94258, -15.88002], [-12.77307, -29.40470, -15.50219], [-11.92440, -28.96297, -15.47301], [-12.99968, -29.42795, -16.43189], [-9.48475, -25.89940, -19.24313], [-10.19986, -25.35635, -19.57470], [-9.76587, -26.15644, -18.36499], [-8.28902, -27.92262, -13.30102], [-8.50502, -27.25069, -13.94761], [-7.57940, -27.53990, -12.78508], [-11.37575, -28.50985, -13.03782], [-10.76253, -28.30083, -13.74247], [-11.10592, -27.94896, -12.31062]], "forces_ev_per_a": [[-0.1, 0.1, -0.2], [-0.1, -0.1, -0.1], [0.2, 0.1, 0.5], [0.1, -0.1, -0.3], [0.1, 0.1, 0.2], [0.2, 0.0, -0.2], [-0.1, 0.0, -0.2], [-0.2, -0.1, 0.0], [0.1, 0.0, 0.1], [-0.1, -0.1, -0.3], [0.3, -0.1, -0.1], [-0.2, 0.2, -0.2], [-0.1, 0.0, 0.2], [-0.5, -0.2, 0.1], [0.2, 0.3, 0.0], [0.3, 0.0, 0.1], [-0.4, -0.1, -0.1], [0.3, 0.0, 0.2], [0.2, 0.1, 0.2]], "mulliken_charge": [-0.0647, -0.5908, 0.3223, 0.3152, -0.5277, 0.2910, 0.2595, -0.5616, 0.2896, 0.2878, -0.5994, 0.3183, 0.2665, -0.5442, 0.2718, 0.2955, -0.6005, 0.2770, 0.2943], "relative_energy_ev": 0.064, "lumo_ev": [-0.05, -5.54], "mol_weight_g_mol": 187.994, "fmax_ev_per_a": 0.6, "gap_ev": [11.217, 5.717], "multiplicity": 2}

=====

# 4
{"formula": "BrH18O9", "method": "the ωB97M-V functional and the def2-TZVPD basis", "elements": ["Br", "O", "H", "H", "O", "H", "H", "O", "H", "H", "O", "H", "H", "O", "H", "H", "O", "H", "H", "O", "H", "H", "O", "H", "H", "O", "H", "H"], "positions_angstrom": [[-0.30239, 0.10475, 0.25961], [-2.66639, -2.08325, -0.48039], [-3.49439, -1.53925, -0.34239], [-2.03539, -1.59125, 0.00361], [0.49861, -0.62925, -3.08839], [0.13861, -0.51225, -2.20339], [-0.26039, -1.06325, -3.49139], [2.56761, 1.82575, 0.68561], [2.69261, 1.72875, 1.64561], [1.71661, 1.37675, 0.61561], [0.76661, 2.23575, -2.08639], [0.41561, 1.56275, -1.52739], [0.03461, 2.89375, -2.16639], [1.24361, -0.73525, 3.33861], [0.97261, -0.45925, 2.47261], [1.77561, -1.51725, 3.19261], [2.68061, -0.92625, -0.81939], [3.16961, -0.26825, -1.37839], [1.84061, -0.46925, -0.66239], [-2.61739, 0.99675, -2.00639], [-2.46439, 0.28875, -2.62339], [-2.00639, 0.70575, -1.31739], [-0.51339, -3.04425, 1.55161], [-0.16039, -2.37425, 1.02561], [-1.45739, -2.81425, 1.68961], [-1.19039, 2.14275, 2.67661], [-0.92739, 1.79575, 1.87461], [-0.41739, 2.36875, 3.16161]], "forces_ev_per_a": [[-0.1, -0.1, 0.0], [-3.0, 0.0, -0.5], [1.3, -0.9, -0.4], [1.5, 1.0, 0.7], [-0.6, -0.3, -0.2], [0.4, 0.2, 0.5], [0.2, -0.1, -0.4], [0.0, 0.1, 1.1], [0.4, 0.2, -0.4], [-0.2, 0.0, -0.6], [-0.3, 2.0, -1.0], [-0.5, -0.8, 0.7], [0.9, -0.9, 0.1], [0.4, 0.1, 1.0], [-0.4, 0.2, -0.9], [0.0, -0.2, -0.1], [0.8, 0.9, -0.8], [-0.6, -0.9, 0.8], [0.1, -0.2, 0.1], [0.0, 0.1, 0.2], [-0.2, -0.3, -0.8], [0.1, 0.4, 0.6], [-1.8, -1.9, 1.7], [0.9, 1.9, -1.4], [1.0, -0.2, -0.2], [-2.1, 1.2, 2.5], [1.0, -1.3, -2.7], [1.0, 0.2, 0.4]], "mulliken_charge": [-0.7831, -0.6123, 0.3380, 0.1771, -0.5464, 0.2696, 0.2781, -0.5935, 0.2960, 0.2500, -0.6181, 0.3146, 0.2921, -0.6321, 0.3240, 0.2978, -0.6463, 0.3465, 0.3022, -0.6170, 0.3170, 0.2138, -0.5982, 0.3086, 0.3224, -0.6190, 0.3257, 0.2925], "relative_energy_ev": 0.992, "lumo_ev": 3.00, "mol_weight_g_mol": 242.039, "fmax_ev_per_a": 3.5, "gap_ev": 10.127, "charge": -1}

=====

# 5
{"formula": "BrH18O9", "method": "the ωB97M-V functional and the def2-TZVPD basis", "elements": ["Br", "O", "H", "H", "O", "H", "H", "O", "H", "H", "O", "H", "H", "O", "H", "H", "O", "H", "H", "O", "H", "H", "O", "H", "H", "O", "H", "H"], "positions_angstrom": [[0.08529, -0.17599, 0.33521], [-2.42689, -2.11860, -0.95474], [-2.93264, -2.26831, -0.17046], [-1.74490, -1.52512, -0.66760], [-0.18450, 0.46064, 3.51647], [-0.16126, 0.04419, 2.66797], [-0.94009, -0.00703, 3.88715], [1.61757, 2.43552, 1.70945], [1.23927, 1.64212, 1.37225], [1.14817, 3.14728, 1.14637], [2.79531, -0.62686, 2.36970], [3.51362, -0.21798, 1.92723], [2.02702, -0.32594, 1.86979], [0.37146, -3.34290, 0.98567], [0.32152, -2.38744, 0.85162], [-0.42910, -3.80357, 0.62216], [-1.77119, 0.57112, -2.72997], [-0.98544, 0.42273, -2.14566], [-1.76882, -0.14733, -3.30574], [-1.85664, 2.44790, 0.16567], [-1.66753, 1.50817, 0.09554], [-1.97673, 2.69599, -0.74518], [0.95768, 1.84249, -2.25201], [1.79940, 2.36899, -2.39165], [1.01440, 1.75506, -1.30337], [0.49971, -1.84390, -2.40592], [0.55783, -1.43210, -1.55775], [0.89750, -1.11914, -2.89219]], "forces_ev_per_a": [[0.0, 0.1, -0.1], [-0.4, -0.7, -0.8], [-0.6, -0.1, 0.7], [0.8, 0.7, 0.1], [-0.5, 0.1, 1.2], [0.4, -0.2, -1.3], [0.0, 0.2, 0.4], [-0.3, 3.2, -1.2], [-0.7, -1.2, -0.3], [1.0, -1.7, 1.5], [-0.8, -0.6, 0.6], [1.1, 0.6, -0.6], [-0.1, -0.2, 0.1], [-0.7, -1.5, 0.0], [-0.4, -0.1, -0.2], [1.1, 1.3, 0.3], [0.8, 1.9, 2.1], [-0.9, 0.2, -0.8], [0.0, -2.0, -1.4], [-0.1, 0.3, 0.3], [0.2, -0.3, 0.2], [-0.1, 0.2, -0.6], [2.0, 1.3, -0.6], [-1.5, -0.9, -0.2], [-0.5, -0.5, 0.9], [0.2, -0.1, -1.2], [-0.2, 0.0, 1.7], [0.1, 0.0, -0.8]], "mulliken_charge": [-0.7663, -0.6084, 0.2648, 0.3820, -0.5726, 0.3022, 0.2559, -0.6487, 0.1080, 0.2968, -0.6366, 0.2742, 0.3318, -0.6390, 0.2790, 0.3185, -0.6085, 0.2759, 0.2861, -0.6249, 0.3612, 0.3271, -0.5591, 0.2675, 0.3064, -0.6002, 0.2816, 0.3453], "relative_energy_ev": 1.128, "lumo_ev": 2.91, "mol_weight_g_mol": 242.039, "fmax_ev_per_a": 3.4, "gap_ev": 9.748, "charge": -1}

=====

# 6
{"formula": "BrH2IO2Si", "method": "the ωB97M-V functional and the def2-TZVPD basis", "elements": ["O", "O", "Si", "Br", "I", "H", "H"], "positions_angstrom": [[0.31663, 0.24644, -1.22368], [1.25485, -2.15938, -0.33712], [0.89116, -1.23812, -1.51299], [0.67843, -1.03531, 3.25124], [1.09168, -1.44137, -3.88504], [0.10315, 0.42226, -0.22488], [1.28990, -1.69068, 2.11001]], "forces_ev_per_a": [[-0.8, 0.6, 2.3], [-0.2, 0.3, -1.1], [0.3, -0.3, 1.3], [0.3, -0.3, -0.6], [0.0, -0.1, 0.3], [0.7, -0.5, -2.7], [-0.3, 0.2, 0.3]], "mulliken_charge": [-0.4350, -0.4856, 0.5357, -0.2781, 0.0366, 0.3716, 0.2547], "relative_energy_ev": 2.503, "lumo_ev": -0.63, "mol_weight_g_mol": 268.908, "smiles": "O=[Si](O)I.Br", "fmax_ev_per_a": 2.8, "gap_ev": 10.074}

=====

# 7
{"formula": "BrH2NOS2", "method": "the ωB97M-V functional and the def2-TZVPD basis", "elements": ["N", "O", "S", "S", "Br", "H", "H"], "positions_angstrom": [[-0.21261, 0.86012, -0.61361], [0.36937, -1.55762, -0.30640], [2.28026, 0.60800, 0.54035], [0.50551, -0.25076, 0.21539], [-2.80406, -0.03470, 0.48793], [0.00482, 0.63839, -1.64778], [-0.14329, -0.26343, 1.32413]], "forces_ev_per_a": [[0.0, 0.3, -1.6], [0.6, -1.7, -0.5], [-1.2, -0.6, -0.4], [1.4, 0.9, -0.8], [0.2, 0.1, -0.2], [-0.3, 0.5, 1.8], [-0.7, 0.5, 1.7]], "mulliken_charge": [-0.4849, -0.4706, -0.1646, 0.6578, -0.0149, 0.2969, 0.1804], "relative_energy_ev": 2.393, "lumo_ev": [-3.17, -3.44], "mol_weight_g_mol": 176.060, "fmax_ev_per_a": 1.9, "gap_ev": [7.230, 6.991]}

=====

# 8
{"formula": "BrH2O2PS", "method": "the ωB97M-V functional and the def2-TZVPD basis", "elements": ["O", "O", "P", "S", "Br", "H", "H"], "positions_angstrom": [[-0.76739, 1.21307, -0.59453], [1.35258, 0.26778, 1.20337], [-0.59831, -0.32206, -0.28553], [-2.16432, -1.30365, 0.24604], [0.60705, -1.09320, -1.96510], [0.04361, 1.70343, -0.39398], [1.52677, -0.46537, 1.78973]], "forces_ev_per_a": [[-0.1, -0.2, 0.2], [-2.6, -0.1, -2.4], [1.5, -0.1, 1.4], [1.4, 0.7, -0.3], [-0.3, 0.1, 0.7], [0.2, 0.1, 0.1], [-0.1, -0.6, 0.2]], "mulliken_charge": [-0.3958, -0.7198, 0.7525, -0.2249, -0.0562, 0.3785, 0.2658], "relative_energy_ev": 3.114, "lumo_ev": [-2.10, -2.10], "mol_weight_g_mol": 176.959, "fmax_ev_per_a": 3.5, "gap_ev": [7.923, 7.938]}

=====

Which formula does entry 1 have? BrFeH6O3

=====

Repeat the eighth record exactly.
{"formula": "BrH2O2PS", "method": "the ωB97M-V functional and the def2-TZVPD basis", "elements": ["O", "O", "P", "S", "Br", "H", "H"], "positions_angstrom": [[-0.76739, 1.21307, -0.59453], [1.35258, 0.26778, 1.20337], [-0.59831, -0.32206, -0.28553], [-2.16432, -1.30365, 0.24604], [0.60705, -1.09320, -1.96510], [0.04361, 1.70343, -0.39398], [1.52677, -0.46537, 1.78973]], "forces_ev_per_a": [[-0.1, -0.2, 0.2], [-2.6, -0.1, -2.4], [1.5, -0.1, 1.4], [1.4, 0.7, -0.3], [-0.3, 0.1, 0.7], [0.2, 0.1, 0.1], [-0.1, -0.6, 0.2]], "mulliken_charge": [-0.3958, -0.7198, 0.7525, -0.2249, -0.0562, 0.3785, 0.2658], "relative_energy_ev": 3.114, "lumo_ev": [-2.10, -2.10], "mol_weight_g_mol": 176.959, "fmax_ev_per_a": 3.5, "gap_ev": [7.923, 7.938]}